136
Properties=species:S:1:pos:R:3:forces:R:3:mulliken_spin:R:1 method="wB97M-V/def2-TZVPD" spin_multiplicity=3 total_energy_ha=-4540.72061 orbital_gap_ha="0.2517 / 0.2515" charge=+3 s_squared=2.0538 relative_energy_kj_mol=0.0
Mn 0.39310 0.68139 0.25090 2.30 0.94 -0.49 2.10
O -0.67077 0.66317 1.76624 -0.75 -0.23 1.36 -0.05
C -0.45544 0.12435 2.87266 0.30 -0.15 0.66 -0.04
C 0.77623 -0.44874 3.28214 0.54 -0.05 -0.69 0.03
C 0.92835 -0.94666 4.58303 0.15 -0.15 0.36 -0.01
C 2.13651 -1.44704 4.99834 -0.31 0.37 -0.71 0.01
C 3.24389 -1.46363 4.13851 -0.25 0.01 0.19 -0.01
C 3.12442 -0.97609 2.86364 -0.33 0.23 -0.48 0.01
C 1.89458 -0.45967 2.38416 -0.17 -0.41 1.30 0.00
O 1.78277 -0.00664 1.17522 0.94 -0.18 -0.26 0.05
N 2.26802 -1.93421 6.36907 -0.14 0.11 -0.18 0.00
O 3.33447 -2.39166 6.68576 0.48 -0.22 0.18 0.00
O 1.29015 -1.83064 7.06716 -0.34 -0.04 0.43 0.00
H -1.27422 0.11715 3.60168 -0.03 0.13 -0.16 0.00
H 0.09810 -0.92537 5.27231 -0.08 -0.02 0.13 0.00
H 4.18390 -1.84864 4.50777 0.03 -0.02 0.00 0.00
H 3.98153 -0.95901 2.20783 0.06 -0.02 -0.10 0.00
C -2.78050 -8.78894 -0.19456 -0.03 -0.15 0.02 0.00
C -2.46873 -7.33799 -0.08343 -0.01 0.27 0.03 0.00
C -3.30287 -6.37403 -0.63584 0.23 0.10 -0.01 0.00
C -2.95932 -5.02708 -0.65097 -0.19 0.20 -0.12 0.00
C -3.90251 -4.03381 -1.24384 -0.01 0.12 -0.10 0.00
C -1.75072 -4.66394 -0.07427 0.06 0.36 -0.02 0.01
Te -0.50848 -2.97209 -0.61398 0.29 -0.40 -0.72 0.01
N -0.57072 -0.95672 -0.54206 -0.46 -0.62 0.09 0.00
C -1.49655 -0.03299 -0.38093 -2.40 -1.92 -0.88 -0.02
O -1.14867 1.14469 -0.73328 -0.23 0.85 -0.25 0.03
C -2.82302 -0.30216 0.19286 -0.31 0.15 0.02 0.01
C -2.98905 -1.33544 1.11430 0.16 0.12 -0.01 -0.01
C -4.23564 -1.58405 1.65614 0.04 -0.14 0.04 0.00
C -5.32482 -0.81656 1.27000 0.03 -0.05 0.04 0.00
C -5.16098 0.22374 0.36899 -0.09 0.05 -0.07 0.00
C -3.91406 0.49064 -0.16500 0.31 -0.10 0.03 0.00
C -0.65713 -3.04276 -2.76318 -0.11 -0.03 0.03 0.00
C -1.47657 -2.21759 -3.54008 -0.03 -0.04 0.30 0.00
C -2.52609 -1.32093 -2.96469 -0.02 -0.01 0.13 0.00
C -1.32663 -2.23948 -4.92359 0.11 -0.10 0.20 0.00
C -0.41465 -3.07347 -5.55165 0.02 0.05 0.16 0.00
C -0.23924 -3.05037 -7.03204 -0.04 -0.07 -0.15 0.00
C 0.32764 -3.94831 -4.76056 -0.13 0.19 0.06 0.00
C 0.22212 -3.95013 -3.37811 0.04 0.05 0.12 0.00
C 0.98782 -4.96194 -2.58558 0.08 -0.12 0.04 0.00
C -0.95119 -5.57901 0.62577 0.12 0.19 0.16 0.00
C 0.24870 -5.15857 1.42438 0.18 -0.05 0.12 0.00
C -1.32632 -6.90933 0.59184 -0.04 0.00 -0.15 0.00
H -3.77992 -8.95515 -0.58506 -0.05 -0.05 0.01 0.00
H -2.68427 -9.28257 0.76986 -0.03 -0.07 0.05 0.00
H -2.06762 -9.26091 -0.87198 0.00 -0.05 -0.02 0.00
H -4.23875 -6.66360 -1.08905 -0.12 -0.08 -0.06 0.00
H -4.91960 -4.26795 -0.93202 -0.03 0.07 -0.02 0.00
H -3.87646 -4.07055 -2.33340 0.00 0.05 -0.07 0.00
H -3.66170 -3.02591 -0.90445 -0.15 -0.04 -0.05 0.00
H -2.12130 -1.90311 1.44677 -0.21 0.02 0.06 0.00
H -4.35894 -2.37307 2.38141 -0.03 -0.09 0.08 0.00
H -6.29937 -1.03125 1.68090 -0.09 0.03 0.05 0.00
H -6.00996 0.82647 0.08687 -0.08 0.06 -0.06 0.00
H -3.76584 1.29162 -0.87331 -0.06 0.13 -0.08 0.00
H -2.69789 -1.54369 -1.91366 -0.16 0.09 -0.25 0.00
H -3.46495 -1.45878 -3.50048 -0.03 0.02 0.03 0.00
H -2.24470 -0.27096 -3.06385 -0.03 0.07 0.05 0.00
H -1.96451 -1.59842 -5.51591 -0.05 0.08 -0.09 0.00
H -0.75534 -2.20603 -7.47860 -0.02 0.05 -0.08 0.00
H -0.63553 -3.96119 -7.47796 -0.03 -0.07 -0.05 0.00
H 0.81565 -3.00220 -7.29251 0.08 0.01 -0.08 0.00
H 0.98380 -4.66126 -5.23725 0.15 -0.07 -0.03 0.00
H 1.74491 -5.44206 -3.19879 0.09 -0.03 0.03 0.00
H 0.30944 -5.73965 -2.23569 -0.02 -0.12 0.11 0.00
H 1.47604 -4.52334 -1.71005 0.10 -0.10 -0.06 0.00
H 0.07062 -4.19862 1.92052 0.13 -0.14 0.04 0.00
H 1.14300 -5.07551 0.80137 0.04 0.02 0.09 0.00
H 0.45588 -5.90005 2.19218 0.02 0.01 0.04 0.00
H -0.70943 -7.63809 1.09724 0.07 -0.06 0.11 0.00
C 3.12901 1.83352 -3.19011 0.04 0.91 0.25 0.00
C 2.19231 1.95230 -1.96582 0.04 0.44 0.06 0.00
N 1.67943 0.63962 -1.55565 0.08 -0.02 -0.03 -0.04
C 0.90597 0.12987 -2.69923 -0.44 -0.32 -0.11 0.00
C 1.75694 0.00512 -3.97355 -0.77 -0.22 -0.30 0.00
N 3.13376 0.42842 -3.64952 0.47 -0.06 -0.54 0.00
C 3.66529 -0.45785 -2.59147 0.30 -0.53 0.58 0.00
C 2.82227 -0.25715 -1.31580 0.17 -0.29 0.30 0.00
H 4.14894 2.12789 -2.94008 -0.01 -0.15 -0.06 0.00
H 2.78842 2.47468 -4.00581 0.05 -0.18 0.00 0.00
H 1.32897 2.57724 -2.20985 0.22 0.00 0.10 0.01
H 2.72245 2.42433 -1.13426 -0.10 -0.11 -0.15 0.00
H 0.06759 0.81348 -2.84573 0.07 -0.15 -0.07 0.00
H 0.50485 -0.84706 -2.43941 0.11 0.29 -0.16 0.00
H 1.35830 0.62246 -4.77936 0.23 0.04 0.01 0.00
H 1.78296 -1.03121 -4.31642 0.08 0.08 -0.03 0.00
H 3.73077 0.34430 -4.47767 -0.13 0.04 0.07 0.00
H 4.71477 -0.22442 -2.40672 -0.09 0.11 -0.17 0.00
H 3.60993 -1.48844 -2.94816 -0.02 0.15 -0.09 0.00
H 3.43445 0.16391 -0.51371 -0.17 -0.09 -0.17 0.00
H 2.43108 -1.21556 -0.96164 0.12 0.15 -0.04 0.00
C 0.21598 6.25884 2.21405 0.10 0.01 -0.05 0.00
C -1.05616 5.61196 1.76563 -0.03 -0.09 -0.06 0.01
C -2.22958 6.36266 1.78522 0.12 -0.05 0.00 0.00
C -3.43992 5.82692 1.39301 -0.08 -0.06 0.02 0.00
C -3.50951 4.50798 0.97573 -0.05 -0.03 -0.01 0.00
C -2.35782 3.74489 0.93766 0.03 -0.20 -0.10 0.00
C -1.14239 4.29162 1.32497 0.23 -0.48 -0.10 -0.02
Sb 0.62102 3.09085 1.07203 0.24 1.77 0.26 -0.05
C 1.49679 2.86688 3.05765 -0.13 0.06 -0.86 0.00
C 2.82462 2.45695 3.11425 0.05 0.08 -0.18 0.00
C 3.46727 2.31781 4.32932 0.09 -0.04 -0.02 0.00
C 2.77257 2.57674 5.49895 0.04 -0.04 -0.02 0.00
C 1.43266 2.90314 5.44164 -0.05 -0.02 -0.03 0.00
C 0.75853 3.03591 4.23021 -0.01 0.02 -0.06 0.00
C -0.70949 3.33553 4.25709 -0.08 0.01 0.04 0.00
C 1.41516 4.56298 -0.36093 -0.06 -0.35 0.69 -0.02
C 0.42110 4.88902 -1.28258 -0.20 -0.18 0.11 0.00
C 0.61574 5.89211 -2.21075 0.05 -0.08 -0.12 0.00
C 1.82604 6.56921 -2.22423 0.05 0.04 0.09 0.00
C 2.80729 6.24338 -1.30919 0.05 -0.03 -0.01 0.00
C 2.63197 5.23036 -0.36375 -0.07 0.02 -0.14 0.00
C 3.74981 4.93077 0.58238 -0.13 0.00 0.09 0.00
H 0.07078 6.77049 3.16374 0.04 0.00 0.08 0.00
H 0.53184 7.00818 1.48911 0.10 0.04 -0.06 0.00
H 1.02310 5.53693 2.33231 0.10 0.08 0.11 0.00
H -2.17941 7.38888 2.11678 -0.01 0.13 0.06 0.00
H -4.33047 6.43385 1.42084 -0.11 0.08 0.01 0.00
H -4.45338 4.07774 0.68241 -0.14 -0.05 -0.06 0.00
H -2.39073 2.72027 0.58835 -0.10 0.02 0.06 0.00
H 3.36264 2.23580 2.19686 0.06 0.02 0.09 0.00
H 4.50065 2.01314 4.36338 0.16 -0.02 0.01 0.00
H 3.26824 2.51218 6.45346 0.08 -0.06 0.14 0.00
H 0.88216 3.05959 6.35594 -0.08 0.02 0.15 0.00
H -1.13220 3.02805 5.21126 -0.04 0.02 0.04 0.00
H -1.24607 2.81785 3.45904 -0.05 0.13 0.11 0.00
H -0.88597 4.40578 4.14434 -0.13 -0.04 -0.02 0.00
H -0.53033 4.36720 -1.24951 -0.07 0.10 -0.05 0.00
H -0.16958 6.15533 -2.90170 -0.08 0.00 -0.09 0.00
H 2.00550 7.35953 -2.93378 -0.03 0.15 -0.10 0.00
H 3.73261 6.80054 -1.29983 0.14 0.04 -0.05 0.00
H 4.68953 4.84526 0.04073 0.11 -0.05 0.06 0.00
H 3.55740 4.01302 1.13311 0.12 -0.03 0.05 0.00
H 3.86287 5.73487 1.30856 0.05 0.02 0.09 0.00

116
Properties=species:S:1:pos:R:3:forces:R:3:mulliken_charge:R:1 method="wB97M-V/def2-TZVPD" total_energy_ha=-1915.83512 orbital_gap_ha=0.2347 charge=+1
C -10.16785 -1.25221 -1.33950 -0.31 0.73 0.40 -0.86
C -10.50241 -0.22341 -0.06612 -0.08 -0.71 -0.12 -0.42
C -9.44064 -0.40248 1.17370 -0.64 -0.27 -0.17 -0.63
C -10.02914 0.18756 2.60829 0.11 0.57 -0.47 -0.45
C -9.15703 1.52092 3.11683 -0.60 -0.69 -0.18 -0.62
C -8.76061 1.31340 4.70994 0.45 1.42 -0.60 -0.56
C -7.09949 1.27934 4.85841 -0.19 -0.24 0.08 -0.61
C -6.57889 -0.11974 5.58190 1.02 0.59 -0.95 -0.51
C -5.31110 0.26435 6.54778 0.00 -0.12 -0.07 -0.50
C -4.02944 -0.76281 6.37168 0.13 -0.09 -0.13 -0.55
C -2.61779 0.04253 5.98130 -0.17 0.20 1.43 -0.67
C -1.27757 -0.90713 6.15721 0.02 -0.80 -0.21 -0.53
C -0.59597 -1.33736 4.69613 -0.12 1.09 0.24 -0.63
C 0.49849 -0.17548 4.19946 0.03 -0.67 -0.17 -0.46
C 2.01550 -0.46380 4.78179 -0.48 0.72 -0.44 -0.59
C 2.84073 -1.61539 3.89548 0.01 0.72 0.78 -0.46
C 3.49216 -0.94440 2.50883 -0.91 -0.66 1.53 -0.44
C 3.84227 -2.19926 1.51565 1.42 0.74 0.54 -0.63
C 3.81994 -1.85604 -0.08487 0.23 -3.79 -0.26 -0.03
I 2.32314 -0.49980 -0.92036 -0.76 0.82 1.42 0.22
C 3.47771 -3.27216 -0.90615 -1.38 1.62 -0.05 -0.67
N 3.56756 -2.70593 -2.33246 5.04 1.49 -0.80 0.47
C 4.02418 -3.71408 -3.40338 0.24 -1.47 -0.81 -0.74
C 2.76680 -4.44396 -4.18249 -0.06 -0.44 -0.73 -0.59
C 2.58256 -3.90377 -5.75459 -0.69 0.46 -0.13 -0.63
C 1.25859 -2.92410 -5.92859 -0.42 -0.42 -0.21 -0.56
C 1.45556 -1.74821 -7.06971 -0.17 0.20 0.75 -0.71
C 2.20304 -0.39061 -6.51664 0.50 0.26 -1.26 0.53
C 1.23459 0.94647 -6.53837 0.92 -0.30 2.11 -0.88
C 1.97461 2.04840 -5.52119 -1.03 -0.01 -1.08 -0.22
C 3.36797 2.65193 -6.13928 0.03 0.85 -0.07 -0.81
C 4.72098 2.28484 -5.28662 -0.49 0.44 -0.66 -0.37
C 4.46900 2.72648 -3.72323 0.73 0.32 -0.59 -0.32
C 5.84653 2.99707 -2.86115 0.15 0.87 -0.34 -0.29
C 5.44156 3.99285 -1.61574 -0.73 -1.30 0.97 -0.65
C 5.93105 3.40892 -0.12824 -0.62 1.08 0.12 0.00
C 5.19846 4.40278 0.98455 -0.30 -1.11 -0.56 -0.50
C 5.30944 3.86178 2.52966 -0.29 1.63 0.22 -0.77
C 4.61931 -1.57769 -2.28248 -1.13 -1.94 3.43 -0.05
N 5.03884 -0.74916 -3.29976 -0.16 -1.57 1.36 0.08
N 5.09545 -1.50327 -0.81641 -1.63 0.65 -3.15 -0.27
H -10.49760 -0.68642 -2.31752 0.83 -1.33 1.80 0.28
H -10.82447 -2.22803 -1.25057 1.61 1.89 -0.16 0.24
H -9.00061 -1.48970 -1.36250 -2.65 0.41 -0.07 0.25
H -10.51708 0.87357 -0.50538 0.06 -2.16 1.22 0.22
H -11.57221 -0.49123 0.36403 2.13 0.70 -1.03 0.27
H -9.24124 -1.55924 1.34139 -0.36 2.36 -0.57 0.25
H -8.42898 0.10866 0.85615 -1.92 -1.02 0.84 0.29
H -11.17567 0.50212 2.51747 2.49 -0.80 0.02 0.26
H -9.98093 -0.67886 3.40162 0.02 1.85 -1.48 0.30
H -9.77359 2.52561 2.94340 1.20 -2.28 0.49 0.33
H -8.20698 1.62123 2.41042 -1.88 -0.29 1.77 0.30
H -9.23918 0.35265 5.18211 0.98 1.81 -1.15 0.35
H -9.23844 2.24680 5.27679 1.30 -2.07 -0.96 0.31
H -6.55510 1.30184 3.80002 -1.44 0.05 2.15 0.24
H -6.70268 2.25499 5.41966 -0.98 -2.29 -0.97 0.27
H -6.15223 -0.81389 4.71623 -1.01 1.38 1.79 0.18
H -7.43275 -0.73159 6.09795 1.66 1.41 -0.74 0.37
H -5.72253 0.30958 7.66499 1.21 -0.12 -2.33 0.25
H -4.91146 1.34320 6.26618 -0.99 -2.19 0.57 0.30
H -3.93405 -1.35926 7.38023 0.26 1.15 -2.01 0.27
H -4.21468 -1.56248 5.51804 0.15 1.64 1.75 0.23
H -2.52409 0.90192 6.78479 -0.20 -1.56 -1.67 0.29
H -2.68231 0.57492 4.92766 0.09 -1.30 2.05 0.28
H -1.59600 -1.92341 6.69369 0.63 2.29 -1.04 0.32
H -0.48483 -0.36840 6.86781 -1.65 -1.19 -1.68 0.29
H -0.07835 -2.40329 4.73912 -1.05 2.29 -0.04 0.26
H -1.47970 -1.36597 3.91700 1.79 -0.11 1.49 0.32
H 0.13164 0.92254 4.49030 0.74 -2.52 -0.54 0.33
H 0.56497 -0.23270 3.03137 -0.16 0.25 2.04 0.17
H 2.58897 0.58120 4.72029 -0.96 -2.38 0.15 0.22
H 1.92320 -0.74132 5.91816 0.34 0.34 -2.23 0.36
H 2.12876 -2.52919 3.60745 1.50 2.06 0.70 0.21
H 3.69837 -1.99308 4.62226 -1.70 0.53 -1.78 0.27
H 4.41830 -0.30993 2.85004 -1.64 -1.34 -0.96 0.25
H 2.67763 -0.20330 2.11376 1.58 -1.54 0.35 0.22
H 4.96209 -2.52429 1.77255 -2.34 0.63 -0.75 0.34
H 3.18589 -3.15288 1.80610 1.14 2.31 -1.12 0.33
H 4.19815 -4.18519 -0.74031 -1.23 2.00 -0.19 0.24
H 2.33541 -3.53581 -0.71361 2.61 0.33 -0.36 0.35
H 4.75218 -3.22342 -4.20076 -1.76 -0.79 1.76 0.43
H 4.67979 -4.52859 -2.83981 -1.40 1.61 -1.17 0.36
H 2.96626 -5.60541 -4.25390 -0.20 2.41 0.33 0.34
H 1.74302 -4.33313 -3.58954 2.27 -0.02 -1.19 0.34
H 3.51497 -3.28320 -6.12318 -1.63 -1.37 0.88 0.29
H 2.42713 -4.81391 -6.49728 0.54 1.87 1.69 0.34
H 0.35394 -3.59873 -6.28987 1.85 1.36 0.86 0.33
H 0.95204 -2.50060 -4.86764 0.66 -0.56 -2.21 0.27
H 2.11516 -2.19452 -7.92954 -1.59 0.81 1.46 0.28
H 0.37621 -1.40154 -7.44352 2.47 -0.97 0.56 0.32
H 3.09896 -0.16051 -7.26441 -1.71 -0.47 1.70 0.24
H 2.69674 -0.55834 -5.44411 -1.26 0.35 -2.08 -0.58
H 1.05788 1.39906 -7.60400 0.34 -1.08 2.07 0.31
H 0.23427 0.64831 -5.98907 1.76 0.67 -1.43 0.32
H 2.08152 1.49921 -4.49310 0.01 1.14 -1.86 0.08
H 1.22402 2.94562 -5.38058 1.50 -1.81 -0.12 0.32
H 3.49079 2.38871 -7.29554 -0.28 0.34 2.57 0.35
H 3.26054 3.83900 -6.10582 0.35 -2.53 -0.07 0.35
H 4.96369 1.14690 -5.44097 -0.41 1.95 0.46 0.13
H 5.62059 2.87713 -5.79718 -1.88 -1.21 1.37 0.33
H 3.80039 1.92116 -3.18751 1.24 1.67 -0.85 -0.12
H 3.87202 3.75925 -3.75627 1.23 -2.34 0.12 0.47
H 6.65499 3.57407 -3.52160 -1.86 -1.38 1.19 0.31
H 6.38818 1.99345 -2.50849 -1.35 2.12 -0.57 0.11
H 4.24932 4.00139 -1.55498 2.55 0.02 -0.12 0.23
H 5.75798 5.11250 -1.76615 -0.33 -2.32 0.24 0.26
H 7.10220 3.38946 -0.02047 -2.28 0.19 -0.21 0.31
H 5.54387 2.31975 0.08244 0.61 1.95 -0.71 -0.18
H 4.04739 4.40760 0.68061 2.42 0.12 0.68 0.25
H 5.61976 5.48087 0.81168 -0.79 -2.01 0.69 0.28
H 4.70103 4.63614 3.20364 1.33 -1.71 -1.37 0.31
H 4.80389 2.81929 2.71371 1.23 1.91 -0.60 0.07
H 6.42335 3.92477 2.89824 -2.21 -0.48 -0.70 0.28
H 6.07261 -0.63589 -3.43092 -1.62 0.46 0.33 0.29
H 4.33052 -0.24409 -3.88507 1.06 -1.05 0.39 -0.28
H 5.52902 -0.59050 -0.53945 -0.64 -0.95 -0.63 0.32

43
Properties=species:S:1:pos:R:3:forces:R:3:nbo_charge:R:1 method="wB97M-V/def2-TZVPD" total_energy_ha=-1409.64562 smiles="S=C(NCc1ccco1)N1CCC(c2nc3ccccc3o2)CC1" orbital_gap_ha=0.2665 relative_energy_kj_mol=1777.2
S -2.50847 -2.22996 1.44027 -0.35 -0.08 -0.84 -0.41
C -1.89020 -1.06201 0.29952 -15.83 -4.71 -1.67 0.39
N -2.73743 -0.46864 -0.65504 -5.36 -8.51 5.14 -0.61
C -4.30477 -0.90892 -0.70276 2.34 5.90 6.17 -0.25
C -5.08405 0.48834 -0.32967 1.68 -0.96 -0.61 0.28
C -6.22475 0.96895 -0.81988 -2.12 -0.72 -5.65 -0.34
C -6.35728 2.39642 -0.53410 -1.14 0.13 1.59 -0.33
C -5.38772 2.56401 0.39696 2.14 2.29 2.28 0.08
O -4.49915 1.41086 0.50880 -2.17 1.51 -0.55 -0.45
N -0.84644 -0.60666 0.47237 16.47 4.62 1.25 -0.43
C 0.29034 -1.48384 1.09289 -1.45 3.77 0.73 -0.22
C 1.11208 -2.10087 -0.01526 -7.40 -9.52 8.24 -0.43
C 1.47715 -1.30131 -0.96285 8.05 4.41 -11.62 -0.30
C 2.80221 -0.52203 -0.65004 -6.19 -1.65 0.06 0.54
N 3.91580 -0.76414 -1.03906 5.25 -3.21 -7.15 -0.50
C 4.80136 0.24071 -0.79703 -0.83 -0.12 8.04 0.13
C 6.24500 0.35538 -0.67975 -7.38 -6.97 -7.38 -0.23
C 6.69753 1.11919 0.15644 3.13 11.10 8.31 -0.21
C 5.93367 2.15971 1.04283 -4.62 -7.35 -1.69 -0.16
C 4.46257 1.71441 1.31485 10.77 -2.88 -6.55 -0.20
C 4.05146 0.73939 0.44582 1.78 2.61 -3.76 0.22
O 2.75442 0.42675 0.21409 -0.63 2.35 3.79 -0.44
C 0.54698 -0.46964 -1.89222 -8.05 -8.33 14.65 -0.29
C -0.18998 0.34347 -0.35799 -3.94 1.43 -7.51 -0.24
H -2.53967 0.17520 -1.23554 2.16 5.61 -4.74 0.37
H -4.49693 -1.30482 0.34343 0.57 -1.23 -1.97 0.29
H -4.71027 -1.23705 -1.58521 -0.45 -1.39 -1.88 0.22
H -6.71148 0.44458 -1.85248 1.12 1.39 3.36 0.22
H -7.22009 3.16743 -0.74669 2.04 -1.95 0.35 0.25
H -5.14337 3.54516 1.17007 -0.53 -3.40 -2.57 0.22
H -0.25442 -1.98887 1.88990 0.67 -0.90 -0.46 0.28
H 0.83374 -0.65230 1.54845 0.60 -0.37 0.38 0.19
H 1.77364 -2.70001 0.68142 0.35 0.46 -1.78 0.26
H 0.26142 -2.94601 -0.44803 2.40 1.85 0.92 0.22
H 1.98738 -1.88417 -1.85470 -0.60 -0.03 1.80 0.25
H 6.73524 -0.27266 -1.37453 1.24 -0.29 -0.46 0.23
H 7.71762 1.40868 0.07726 1.09 -0.24 0.37 0.21
H 6.38559 2.78833 1.72149 1.18 1.46 0.96 0.20
H 3.89529 2.25774 1.78436 -5.95 5.38 5.56 0.18
H 1.05342 0.12357 -2.28650 6.92 9.31 -7.48 0.17
H -0.35242 -1.02459 -2.00045 -0.35 -0.26 -1.89 0.24
H -0.94880 1.04170 -1.03869 1.42 -1.64 2.40 0.19
H 0.42280 1.07114 0.00442 1.98 1.13 1.85 0.21